Below is a 2-piece molecular cluster, C6H16 overall, with properties calculated with the ωB97M-V functional and the def2-TZVPD basis.

Last column: natural (NBO) charge in e.
Atoms and positions in Å:
1 C 1.25 1.77 -1.37  -0.636
2 C 0.28 1.14 -0.38  -0.223
3 C 0.87 1.61 1.01  -0.606
4 C -1.24 1.51 -0.34  -0.619
5 H 1.60 2.87 -1.48  0.219
6 H 0.89 1.47 -2.34  0.202
7 H 2.26 1.32 -1.45  0.217
8 H 0.33 0.03 -0.56  0.207
9 H 0.78 2.80 1.22  0.207
10 H 0.30 1.04 1.76  0.198
11 H 1.86 1.27 1.15  0.204
12 H -1.61 1.56 -1.39  0.207
13 H -1.94 0.99 0.22  0.217
14 H -1.33 2.48 0.22  0.206
15 C -1.03 -2.91 1.05  -0.620
16 C -0.12 -2.55 -0.13  -0.611
17 H -1.76 -2.17 1.35  0.211
18 H -1.42 -3.86 0.82  0.211
19 H -0.38 -2.95 2.04  0.198
20 H -0.32 -1.49 -0.54  0.199
21 H 0.94 -2.56 0.13  0.208
22 H -0.21 -3.37 -0.96  0.205

Summary:
Kohn-Sham gap	11.5	eV
charge	0

Below is an isolated molecule of C9H15N3O6, with properties calculated with the ωB97M-V functional and the def2-TZVPD basis.

Last column: natural (NBO) charge in e.
Atoms and positions in Å:
1 N 0.47 1.89 3.09  -0.811
2 C 0.20 0.60 2.74  0.694
3 O -0.93 0.22 2.41  -0.654
4 C 1.47 -0.32 2.75  -0.502
5 C 1.36 -1.54 1.91  -0.405
6 C 1.27 -1.42 0.42  -0.168
7 N -0.03 -0.98 -0.01  -0.619
8 C -0.25 -0.32 -1.16  0.676
9 O 0.62 -0.02 -1.96  -0.673
10 C -1.67 0.14 -1.40  -0.132
11 N -2.49 -0.01 -0.18  -0.850
12 C -1.67 1.61 -1.93  -0.521
13 C -1.22 1.66 -3.36  0.809
14 O -1.52 0.82 -4.19  -0.599
15 O -0.31 2.67 -3.60  -0.684
16 C 1.87 -2.60 -0.36  0.788
17 O 2.17 -3.63 0.20  -0.572
18 O 1.92 -2.52 -1.69  -0.671
19 H 1.35 2.20 3.46  0.402
20 H -0.30 2.52 3.20  0.402
21 H 1.61 -0.73 3.78  0.246
22 H 2.36 0.23 2.45  0.216
23 H 0.45 -2.06 2.25  0.222
24 H 2.23 -2.18 2.14  0.252
25 H 1.94 -0.58 0.21  0.207
26 H -0.75 -0.89 0.70  0.466
27 H -2.10 -0.51 -2.20  0.251
28 H -3.50 -0.05 -0.33  0.379
29 H -2.28 0.70 0.49  0.373
30 H -1.02 2.28 -1.33  0.232
31 H -2.66 2.02 -1.96  0.240
32 H -0.04 2.55 -4.52  0.494
33 H 1.46 -1.76 -2.04  0.511

Summary:
Kohn-Sham gap	10.0	eV
charge	0

Below is C10H22Br6K5O6P as an isolated structure, with properties calculated with the ωB97M-V functional and the def2-TZVPD basis.

Last column: Mulliken charge in e.
Atoms and positions in Å:
1 K 0.70 1.39 0.30  0.766
2 K 4.50 0.84 1.13  1.041
3 K 4.30 -3.70 -0.12  1.050
4 K 0.16 -3.57 -0.24  0.991
5 K 2.49 -2.11 3.79  0.994
6 P 2.30 -1.35 0.78  1.243
7 O 3.76 -1.28 0.24  -1.342
8 O 2.14 -0.33 1.95  -1.129
9 O 2.12 -2.78 1.33  -1.225
10 O 1.37 -1.17 -0.45  -0.502
11 Br -1.30 -0.85 -1.97  -0.060
12 C -2.62 -0.60 -3.46  -0.784
13 C -2.24 0.60 -4.29  -0.502
14 Br -2.42 2.22 -3.25  -0.120
15 H -3.52 -0.44 -2.87  0.416
16 H -2.71 -1.54 -4.02  0.377
17 H -3.07 0.63 -5.05  0.347
18 H -1.27 0.48 -4.77  0.350
19 Br -2.78 -4.36 1.05  -0.200
20 C -3.33 -3.80 2.89  -0.646
21 C -2.15 -3.58 3.79  -0.593
22 Br -0.88 -2.30 2.94  -0.098
23 H -3.94 -4.55 3.28  0.439
24 H -3.88 -2.87 2.77  0.366
25 H -1.65 -4.58 3.90  0.334
26 H -2.43 -3.11 4.69  0.412
27 Br 0.80 -4.43 -3.14  -0.219
28 C 1.69 -2.92 -4.00  -0.333
29 C 2.90 -2.41 -3.26  0.193
30 Br 4.38 -3.68 -3.29  -0.245
31 H 0.95 -2.15 -3.97  0.086
32 H 1.88 -3.18 -5.01  0.497
33 H 2.80 -2.19 -2.19  -0.310
34 H 3.16 -1.49 -3.84  0.332
35 C 1.43 4.70 -0.67  -0.923
36 O 0.96 4.01 0.43  -0.152
37 C 0.13 4.88 1.15  -0.583
38 C -0.31 4.22 2.43  -0.747
39 O -0.93 3.02 2.13  -0.124
40 C -1.75 2.55 3.21  -0.903
41 H 2.11 5.51 -0.45  0.335
42 H 0.68 5.12 -1.25  0.397
43 H 1.93 4.02 -1.35  0.258
44 H -0.72 5.19 0.61  0.402
45 H 0.72 5.80 1.45  0.347
46 H -1.06 4.82 2.89  0.415
47 H 0.43 4.13 3.20  0.394
48 H -2.29 1.67 2.89  0.258
49 H -2.36 3.32 3.62  0.376
50 H -1.17 2.22 4.07  0.326

Summary:
Kohn-Sham gap	8.2	eV
charge	+2

Below is C3H4N2S3 as an isolated structure, with properties calculated with the ωB97M-V functional and the def2-TZVPD basis.

Last column: natural (NBO) charge in e.
Atoms and positions in Å:
1 C -0.33 -0.35 -1.17  -0.060
2 C -0.35 0.08 1.17  0.347
3 C 1.99 -0.26 0.75  -0.048
4 H -2.41 1.29 -1.10  0.173
5 H 0.69 -0.87 -1.03  0.239
6 H -1.07 0.44 1.99  0.205
7 H 1.86 -1.50 0.13  0.197
8 N -1.06 -0.07 -0.04  -0.603
9 N 0.88 0.17 1.43  -0.491
10 S -2.68 0.39 0.03  0.210
11 S -1.02 -0.12 -2.76  -0.074
12 S 3.50 0.81 0.61  -0.093

Summary:
Kohn-Sham gap	7.2	eV
charge	0

Below is an isolated molecule of CH4S2, with properties calculated with the ωB97M-V functional and the def2-TZVPD basis.

Last column: natural (NBO) charge in e.
Atoms and positions in Å:
1 C 0.90 0.36 0.10  -0.756
2 S 0.04 -0.46 -1.32  0.085
3 S -1.77 -1.36 -0.47  -0.135
4 H 1.27 1.35 -0.03  0.231
5 H 1.64 -0.18 0.72  0.222
6 H 0.16 0.52 0.86  0.226
7 H -2.24 -0.25 0.13  0.127

Summary:
Kohn-Sham gap	8.9	eV
charge	0

Below is a 2-piece molecular cluster, C3H9N3O overall, with properties calculated with the ωB97M-V functional and the def2-TZVPD basis.

Last column: natural (NBO) charge in e.
Atoms and positions in Å:
1 H 1.75 -2.44 0.01  0.347
2 N 1.94 -1.45 -0.22  -0.712
3 C 1.72 -1.27 -1.48  0.274
4 N 1.74 0.00 -2.04  -0.823
5 H 1.48 -2.08 -2.19  0.149
6 H 1.65 0.72 -1.36  0.382
7 H 1.19 0.15 -2.89  0.385
8 C -0.20 1.24 1.63  -0.717
9 C -1.39 0.52 1.00  0.679
10 N -2.20 1.32 0.21  -0.837
11 O -1.59 -0.69 1.13  -0.605
12 H -0.48 2.26 1.89  0.214
13 H 0.62 1.22 0.91  0.234
14 H 0.09 0.67 2.56  0.250
15 H -1.82 2.17 -0.18  0.385
16 H -2.85 0.83 -0.36  0.395

Summary:
Kohn-Sham gap	10.0	eV
charge	0

Below is a 8-piece molecular cluster, C25H45BF9O7 overall, with properties calculated with the ωB97M-V functional and the def2-TZVPD basis.

Last column: Mulliken charge in e.
Atoms and positions in Å:
1 B -2.87 0.60 0.67  1.040
2 C -1.43 0.51 1.44  -0.258
3 F -0.75 -0.71 1.22  -0.371
4 F -1.50 0.57 2.84  -0.383
5 C -0.33 1.53 1.07  0.631
6 F 0.82 1.26 1.77  -0.319
7 F -0.04 1.40 -0.26  -0.283
8 C -0.63 3.04 1.29  0.557
9 F 0.57 3.70 1.12  -0.271
10 F -1.48 3.52 0.37  -0.258
11 C -1.14 3.50 2.68  0.560
12 F -0.47 2.92 3.67  -0.243
13 F -0.93 4.83 2.80  -0.287
14 F -2.43 3.30 2.85  -0.247
15 H -3.68 1.07 1.46  -0.291
16 H -3.20 -0.54 0.39  -0.331
17 H -2.80 1.27 -0.34  -0.246
18 C 3.92 5.37 1.27  -0.987
19 C 3.54 6.00 2.59  0.773
20 O 4.09 6.99 3.00  -0.585
21 C 2.44 5.31 3.35  -0.690
22 H 4.72 5.95 0.80  0.322
23 H 4.25 4.34 1.42  0.268
24 H 3.06 5.34 0.60  0.257
25 H 2.73 4.28 3.56  0.306
26 H 1.53 5.29 2.75  -0.003
27 H 2.25 5.84 4.28  0.343
28 C 2.60 -1.08 0.87  -0.755
29 C 3.88 -1.69 0.41  0.847
30 O 4.54 -1.24 -0.51  -0.674
31 C 4.37 -2.91 1.14  -1.346
32 H 2.37 -0.21 0.26  0.379
33 H 1.78 -1.80 0.79  0.258
34 H 2.69 -0.78 1.92  0.385
35 H 3.64 -3.72 1.09  0.349
36 H 4.52 -2.66 2.19  0.226
37 H 5.32 -3.24 0.71  0.354
38 C -5.06 -0.52 -3.28  -0.955
39 C -5.65 0.16 -2.07  0.936
40 O -5.37 1.29 -1.77  -0.540
41 C -6.62 -0.66 -1.24  -1.219
42 H -4.37 0.16 -3.77  0.253
43 H -4.51 -1.41 -2.97  0.330
44 H -5.85 -0.81 -3.97  0.238
45 H -6.11 -1.55 -0.87  0.311
46 H -7.46 -0.97 -1.86  0.391
47 H -6.96 -0.07 -0.40  0.291
48 C -0.61 -3.02 3.61  -0.649
49 C 0.62 -3.83 3.30  0.773
50 O 1.32 -3.56 2.36  -0.428
51 C 0.94 -4.99 4.22  -1.322
52 H -0.73 -2.23 2.88  -0.092
53 H -1.50 -3.66 3.59  0.360
54 H -0.53 -2.59 4.61  0.347
55 H 0.12 -5.70 4.22  0.335
56 H 1.07 -4.63 5.24  0.338
57 H 1.85 -5.48 3.89  0.321
58 C 1.02 -3.33 -2.93  -0.951
59 C 1.37 -1.97 -3.50  0.889
60 O 0.54 -1.27 -4.02  -0.574
61 C 2.81 -1.54 -3.37  -0.632
62 H -0.04 -3.52 -3.08  0.300
63 H 1.61 -4.10 -3.43  0.353
64 H 1.25 -3.36 -1.87  0.124
65 H 3.45 -2.24 -3.91  0.354
66 H 3.13 -1.53 -2.33  -0.124
67 H 2.93 -0.55 -3.79  0.281
68 C -6.75 0.79 -7.44  -1.055
69 C -7.74 -0.09 -6.71  0.793
70 O -7.42 -0.70 -5.72  -0.520
71 C -9.14 -0.17 -7.27  -1.120
72 H -5.79 0.76 -6.94  0.266
73 H -6.64 0.44 -8.47  0.324
74 H -7.12 1.82 -7.46  0.324
75 H -9.11 -0.55 -8.29  0.327
76 H -9.59 0.83 -7.29  0.328
77 H -9.74 -0.83 -6.65  0.293
78 C 7.39 -0.41 4.36  -1.207
79 C 6.43 -0.35 3.19  0.854
80 O 5.27 -0.65 3.30  -0.509
81 C 7.00 0.09 1.86  -0.993
82 H 6.86 -0.74 5.24  0.312
83 H 8.20 -1.10 4.14  0.330
84 H 7.82 0.58 4.54  0.340
85 H 7.81 -0.58 1.56  0.305
86 H 7.42 1.10 1.95  0.381
87 H 6.22 0.09 1.10  0.161

Summary:
Kohn-Sham gap	8.2	eV
charge	-1

Below is a 2-piece molecular cluster, H2N4O2 overall, with properties calculated with the ωB97M-V functional and the def2-TZVPD basis.

Last column: natural (NBO) charge in e.
Atoms and positions in Å:
1 N -1.03 -1.14 -0.47  -0.099
2 N -1.87 -0.54 -0.07  0.433
3 O -2.79 0.02 0.43  -0.338
4 N 1.39 -0.06 0.24  -0.616
5 N 1.00 0.58 -0.87  0.246
6 O 0.66 1.70 -0.61  -0.392
7 H 1.38 0.48 1.14  0.376
8 H 1.25 -1.04 0.21  0.390

Summary:
Kohn-Sham gap	10.4	eV
charge	0